No. 1
Density functional theory data (the ωB97M-V functional and the def2-TZVPD basis) for 6 unconnected molecules or ions with the total composition C39H89ClIN4O26P6S at a distorted geometry.

Element x y z (Å)
C 7.152 3.834 2.342
C 8.107 3.268 1.284
C 7.512 2.151 0.420
C 6.878 0.997 1.222
C 5.562 0.519 0.617
C 5.039 -0.787 1.246
C 4.187 -1.558 0.217
C 3.049 -2.373 0.844
C 1.835 -2.580 -0.102
C 0.636 -1.855 0.522
C -0.648 -1.825 -0.325
C -0.912 -0.515 -1.087
C -0.918 0.732 -0.181
C -0.106 1.967 -0.650
N -0.172 2.045 -2.080
C -1.148 2.072 -2.807
O -2.120 2.059 -3.424
C 1.431 1.721 -0.516
O 1.780 0.467 -1.109
C 2.487 0.592 -2.193
N 2.963 0.632 -3.238
O 1.983 1.775 0.744
C 1.166 1.958 1.863
I 2.613 2.574 3.378
C -0.146 2.922 1.685
S 0.332 4.360 2.684
O -1.180 2.221 2.280
C -1.227 2.055 3.690
C -2.245 0.926 3.977
N -0.459 3.211 0.202
C -1.896 3.643 -0.154
C -3.056 3.995 0.782
C -2.917 4.918 1.984
Cl -4.052 2.565 1.258
P 0.521 4.712 -0.310
N 0.602 4.924 -1.835
O -0.204 6.023 0.273
O 2.027 4.654 0.209
H 6.140 3.975 1.958
H 7.504 4.822 2.645
H 7.170 3.211 3.236
H 8.346 4.094 0.605
H 9.057 2.993 1.744
H 8.329 1.754 -0.187
H 6.801 2.600 -0.281
H 7.581 0.161 1.160
H 6.795 1.251 2.279
H 4.820 1.324 0.685
H 5.743 0.369 -0.454
H 4.475 -0.490 2.133
H 5.937 -1.337 1.533
H 4.840 -2.258 -0.311
H 3.840 -0.815 -0.499
H 2.699 -1.792 1.703
H 3.431 -3.311 1.245
H 1.605 -3.646 -0.077
H 2.051 -2.257 -1.120
H 0.396 -2.394 1.441
H 0.971 -0.855 0.811
H -0.638 -2.667 -1.019
H -1.506 -2.005 0.330
H -0.237 -0.467 -1.938
H -1.901 -0.619 -1.543
H -1.958 1.005 0.011
H -0.571 0.384 0.790
H 1.929 2.476 -1.132
H 0.834 0.990 2.236
H -0.680 4.785 3.459
H -0.300 1.756 4.180
H -1.599 2.920 4.243
H -2.961 1.256 4.728
H -2.839 0.775 3.077
H -1.762 0.010 4.299
H -2.357 2.890 -0.790
H -1.829 4.492 -0.837
H -3.771 4.503 0.135
H -2.245 5.756 1.844
H -2.684 4.324 2.866
H -3.905 5.335 2.188
H 0.165 4.208 -2.398
H 0.368 6.762 0.011
H 2.477 5.421 -0.180
C 11.530 -4.440 0.704
O 10.809 -4.680 1.930
P 9.426 -3.847 2.166
O 9.836 -2.513 2.640
O 8.925 -4.821 3.343
C 9.648 -4.836 4.574
O 7.918 -3.632 1.587
C 7.501 -4.525 0.526
H 12.388 -5.106 0.691
H 10.906 -4.654 -0.164
H 11.876 -3.407 0.667
H 10.163 -3.891 4.746
H 10.373 -5.651 4.571
H 8.933 -5.006 5.376
H 7.560 -5.564 0.854
H 8.137 -4.379 -0.349
H 6.476 -4.285 0.259
C -3.939 11.950 0.627
O -4.380 11.034 1.653
P -4.630 9.482 1.223
O -5.951 9.452 0.577
O -4.616 8.960 2.745
C -5.681 9.361 3.616
O -3.889 8.124 0.681
C -2.456 8.092 0.573
H -3.777 12.916 1.096
H -3.003 11.615 0.180
H -4.704 12.048 -0.144
H -6.588 9.586 3.057
H -5.380 10.235 4.192
H -5.877 8.538 4.300
H -1.985 8.291 1.541
H -2.106 8.818 -0.164
H -2.181 7.100 0.241
C -4.853 -5.515 -2.865
O -3.657 -5.476 -3.666
P -2.347 -6.314 -3.116
O -1.794 -5.380 -2.106
O -1.644 -6.251 -4.568
C -1.297 -4.982 -5.118
O -1.542 -7.687 -2.740
C -2.151 -8.974 -3.020
H -5.623 -4.958 -3.392
H -5.198 -6.540 -2.723
H -4.672 -5.050 -1.895
H -1.124 -4.242 -4.337
H -2.090 -4.630 -5.782
H -0.386 -5.112 -5.699
H -2.375 -9.080 -4.082
H -3.062 -9.102 -2.433
H -1.441 -9.743 -2.732
C -2.763 -7.842 -6.873
O -1.775 -8.647 -7.542
P -2.239 -10.139 -8.020
O -2.174 -10.969 -6.802
O -0.986 -10.311 -9.013
C 0.324 -10.405 -8.455
O -3.247 -10.936 -9.012
C -4.014 -10.181 -9.975
H -2.323 -6.879 -6.662
H -3.642 -7.699 -7.504
H -3.055 -8.316 -5.936
H 0.298 -10.797 -7.439
H 0.800 -9.423 -8.456
H 0.904 -11.076 -9.085
H -3.357 -9.615 -10.638
H -4.704 -9.503 -9.470
H -4.591 -10.888 -10.565
C -5.659 3.533 4.297
O -6.672 3.232 5.268
P -8.228 3.551 4.847
O -8.386 5.000 5.050
O -8.824 2.638 6.025
C -8.627 3.047 7.380
O -9.413 3.143 3.812
C -9.212 2.017 2.931
H -4.698 3.225 4.705
H -5.836 2.995 3.367
H -5.638 4.609 4.103
H -8.501 4.126 7.456
H -7.753 2.546 7.797
H -9.506 2.747 7.946
H -9.013 1.108 3.501
H -8.387 2.211 2.242
H -10.122 1.883 2.354

Computed properties:
Gap between HOMO and LUMO: 0.296 Eh
Relative energy (zero: lowest compared OMol25 entry of this formula, charge and spin): 0.000 eV
Net charge: +1
Molar mass: 1410.41 g/mol


No. 2
Density functional theory data (the ωB97M-V functional and the def2-TZVPD basis) for 11 unconnected molecules or ions with the total composition C39H90O27 at a distorted geometry.

Element x y z (Å)
C -12.876 15.610 24.998
O -12.140 14.653 24.240
C -11.486 13.766 25.021
O -11.434 13.690 26.224
O -10.769 12.934 24.238
C -9.830 11.988 24.893
H -12.234 16.146 25.700
H -13.694 15.122 25.526
H -13.317 16.295 24.312
H -9.697 12.195 25.926
H -8.917 12.069 24.316
H -10.196 10.968 24.666
C -13.985 12.272 26.138
O -15.300 11.773 25.910
C -15.337 10.715 25.084
O -14.351 10.083 24.669
O -16.644 10.217 24.952
C -16.853 8.934 24.336
H -14.152 13.155 26.747
H -13.434 12.502 25.181
H -13.400 11.585 26.703
H -17.657 8.479 24.906
H -15.978 8.291 24.403
H -17.140 9.047 23.282
C -13.440 4.864 24.538
O -14.301 5.907 24.950
C -13.839 6.729 25.876
O -12.669 7.049 25.967
O -14.807 7.169 26.631
C -14.340 8.287 27.390
H -14.071 4.148 24.041
H -12.872 4.423 25.385
H -12.734 5.180 23.799
H -13.946 9.068 26.718
H -13.556 8.042 28.089
H -15.190 8.628 27.921
C -15.559 4.798 16.558
O -14.267 5.275 16.957
C -13.722 4.694 18.014
O -13.914 3.564 18.448
O -12.855 5.517 18.530
C -12.229 4.964 19.717
H -15.596 3.694 16.444
H -15.725 5.310 15.595
H -16.320 5.133 17.326
H -11.350 4.351 19.379
H -12.904 4.361 20.313
H -11.923 5.805 20.234
C -12.889 19.208 23.103
O -13.164 17.870 22.717
C -12.354 17.377 21.765
O -11.306 17.830 21.435
O -12.930 16.215 21.456
C -11.978 15.401 20.746
H -13.670 19.472 23.773
H -12.929 19.828 22.217
H -11.948 19.225 23.645
H -12.388 14.407 20.842
H -11.011 15.371 21.259
H -11.969 15.700 19.712
C -8.174 16.430 18.728
O -8.132 15.031 18.488
C -9.364 14.415 18.316
C -9.124 12.975 17.830
O -10.361 12.259 18.040
C -10.434 10.944 17.470
H -7.178 16.716 18.993
H -8.791 16.691 19.614
H -8.535 16.964 17.841
H -10.063 15.118 17.757
H -9.844 14.318 19.278
H -8.323 12.615 18.472
H -8.832 13.065 16.826
H -10.113 11.002 16.420
H -11.461 10.609 17.479
H -9.759 10.224 17.947
C -15.687 15.607 18.389
O -14.535 15.162 17.664
C -13.924 13.987 18.147
C -14.044 12.887 17.099
O -15.325 12.457 17.156
C -15.699 11.494 16.226
H -15.564 15.557 19.449
H -16.470 14.846 18.074
H -15.892 16.587 18.041
H -14.394 13.566 19.056
H -12.889 14.274 18.390
H -13.318 12.059 17.313
H -13.821 13.374 16.070
H -15.632 11.966 15.216
H -16.767 11.216 16.510
H -14.948 10.689 16.311
C -9.937 9.964 27.770
O -9.199 9.385 26.735
C -10.028 8.443 26.033
C -9.180 7.861 24.839
O -8.882 8.946 23.993
C -8.424 8.560 22.752
H -9.262 10.564 28.314
H -10.263 9.216 28.524
H -10.718 10.522 27.442
H -10.874 8.978 25.651
H -10.438 7.671 26.636
H -9.689 7.062 24.250
H -8.293 7.409 25.267
H -8.609 9.517 22.216
H -8.990 7.761 22.389
H -7.354 8.162 22.803
C -14.231 9.490 19.880
O -13.515 10.697 19.651
C -12.710 11.078 20.742
C -11.446 10.262 20.951
O -11.662 8.922 21.253
C -11.916 8.725 22.666
H -14.881 9.286 19.005
H -14.823 9.566 20.839
H -13.497 8.699 19.932
H -13.251 11.046 21.721
H -12.340 12.058 20.545
H -11.057 10.738 21.866
H -10.658 10.219 20.191
H -11.858 7.688 22.837
H -12.950 9.042 22.865
H -11.187 9.288 23.217
C -15.216 6.406 21.524
O -16.224 5.427 21.306
C -17.132 5.226 22.353
C -17.573 3.724 22.200
O -16.683 2.748 22.742
C -15.813 2.263 21.735
H -14.814 6.589 20.551
H -14.347 6.032 22.121
H -15.638 7.232 22.021
H -17.937 5.972 22.266
H -16.549 5.391 23.266
H -17.837 3.599 21.146
H -18.477 3.497 22.773
H -15.273 3.052 21.220
H -16.345 1.668 20.986
H -15.086 1.571 22.198
C -17.083 14.601 23.369
O -16.260 13.460 23.483
C -15.809 12.874 22.316
C -16.914 12.332 21.366
O -17.730 11.349 22.023
C -18.622 10.762 21.151
H -16.896 15.210 24.231
H -18.108 14.251 23.501
H -16.979 15.106 22.407
H -15.291 12.004 22.698
H -15.082 13.418 21.644
H -16.411 11.849 20.495
H -17.591 13.236 21.067
H -18.331 10.509 20.149
H -19.567 11.436 20.999
H -18.827 9.827 21.702

Computed properties:
Gap between HOMO and LUMO: 0.349 Eh
Molar mass: 991.12 g/mol